26
Properties=species:S:1:pos:R:3 method="wB97M-V/def2-TZVPD" charge=0 fmax_ev_per_a=3.8 total_energy_ev=-16843.0830 e_above_lowest_kj_mol=84.2
C -0.31429 2.80638 -1.07609
C 0.61580 2.07874 -0.71704
C 1.83221 1.42153 -0.26009
N 1.77604 0.94038 1.06257
C 1.05543 -0.35042 1.14498
C -0.41751 -0.24311 0.79014
C -1.44438 0.43998 1.35817
C -2.71675 0.22433 0.88601
C -2.95130 -0.57526 -0.20749
C -1.88853 -1.18350 -0.88519
C -0.66953 -1.02190 -0.37377
C 0.62699 -1.60095 -0.92675
C 1.60176 -1.48564 0.23323
F 2.81313 -1.11194 -0.19951
H -1.15584 3.25631 -1.64577
H 2.52205 2.31080 -0.32481
H 2.26618 0.66797 -0.88775
H 2.77531 0.82683 1.16619
H 1.16312 -0.83982 2.17732
H -1.23694 1.16005 2.15610
H -3.58710 0.82728 1.24251
H -3.95522 -0.75004 -0.57768
H -2.09667 -1.69459 -1.88825
H 1.00072 -1.00409 -1.69987
H 0.62221 -2.66205 -1.27848
H 1.76311 -2.43726 0.73133

---

27
Properties=species:S:1:pos:R:3 method="wB97M-V/def2-TZVPD" charge=0 fmax_ev_per_a=5.0 total_energy_ev=-17664.6274 e_above_lowest_kj_mol=142.4
C 1.43553 2.59153 -0.16022
C 0.42162 1.62764 -0.07772
N -0.82146 1.89086 -0.22298
C -1.64946 0.80528 -0.16566
C -3.02229 0.73644 -0.11262
C -3.60132 -0.57068 -0.15422
C -2.81468 -1.72204 -0.02830
C -1.42412 -1.61292 0.08171
C -0.88821 -0.37004 -0.14615
C 0.60700 0.11019 -0.19138
C 1.33881 -0.34745 -1.59766
C 2.33657 -0.96470 -0.64598
O 3.39682 -1.48371 -0.71515
N 1.62944 -0.64110 0.48475
C 1.89260 -0.87932 1.86645
H 1.00485 3.63477 -0.15251
H 2.07545 2.35528 -1.02837
H 1.94208 2.30447 0.75466
H -3.47494 1.69243 -0.15852
H -4.62769 -0.60164 -0.12780
H -3.37092 -2.64390 0.04343
H -0.90931 -2.50095 0.23970
H 1.72809 0.34575 -2.39800
H 0.83081 -1.06730 -2.18328
H 2.89250 -0.91697 2.08414
H 1.67917 -0.04401 2.43252
H 1.39309 -1.72788 2.27915

---

Number 1: HOMO level -8.851 eV. Number 2: HOMO level -8.726 eV.